ORCA calculation (ωB97M-V with the def2-TZVPD basis set) on a gas-phase ion, C5H10O2 (charge -2) in a non-equilibrium geometry.

Summary:
Energy: -9438.06488 eV
HOMO-LUMO gap: 6.68 eV
Net charge: -2
Multiplicity: 1
ΔE to the lowest compared entry with this formula, charge and spin: 53.8 kJ/mol
Structure (SMILES): [O-]CCCCC[O-]
F_max: 2.7 eV Å⁻¹

XYZ file:
```
17
Properties=species:S:1:pos:R:3:forces:R:3:lowdin_charge:R:1
C 1.784720 -1.467782 0.263120 -2.460 -0.141 -1.095 -0.61
O 3.078424 -1.735967 0.260523 0.541 -0.200 0.285 -0.39
C 1.437816 -0.047594 -0.425357 2.060 0.536 1.427 -0.24
C 0.260537 0.813200 0.047704 -0.476 -1.450 0.241 -0.27
C -1.086033 0.225682 -0.444300 0.161 0.788 -0.183 -0.24
C -2.346042 0.726645 0.359217 0.979 -0.122 -0.815 -0.59
O -3.505226 0.695731 -0.327859 -0.073 -0.188 0.510 -0.42
H 1.127701 -2.162799 -0.352932 0.369 -0.353 0.039 0.06
H 1.202543 -1.537320 1.249807 0.604 0.515 -0.145 0.08
H 2.420841 0.347609 -0.060294 -0.603 0.714 -0.602 0.07
H 1.517284 -0.107438 -1.516832 -0.159 -0.208 0.019 0.08
H 0.306115 1.874701 -0.201579 0.251 0.086 -0.295 0.08
H 0.284874 0.778760 1.144899 -0.125 0.001 0.113 0.09
H -0.978925 -0.864773 -0.508977 -0.309 0.045 0.282 0.09
H -1.239753 0.564878 -1.478503 -0.042 -0.033 -0.012 0.09
H -2.026326 1.759974 0.681967 -0.132 0.109 0.042 0.06
H -2.238542 0.136499 1.309394 -0.585 -0.100 0.190 0.07
```
Positions in Å, forces in eV/Å.

***

ORCA calculation (ωB97M-V with the def2-TZVPD basis set) on a gas-phase ion, C4H12N3 (charge +1) in a non-equilibrium geometry.

Summary:
Energy: -8805.30760 eV
HOMO-LUMO gap: 8.75 eV
Net charge: +1
Multiplicity: 1
ΔE to the lowest compared entry with this formula, charge and spin: 234.1 kJ/mol
Structure (SMILES): N/C=C(\[NH3+])CCN
F_max: 2.4 eV Å⁻¹

XYZ file:
```
19
Properties=species:S:1:pos:R:3:forces:R:3:lowdin_charge:R:1
C 1.417015 -1.106681 0.672591 0.103 -0.566 -1.741 -0.28
C 1.009095 -0.049302 -0.361334 -0.340 0.219 -0.849 -0.15
C -0.413128 0.407126 -0.274078 0.533 0.060 -1.189 -0.23
C -0.928994 1.565697 0.110533 -0.090 -0.200 0.973 -0.10
N -2.327169 1.663793 0.373567 0.553 -0.186 -0.409 0.04
N -1.371000 -0.512700 -0.983723 -1.024 0.527 2.113 0.24
N 2.762226 -1.545727 0.468293 1.635 0.346 1.630 0.00
H 1.408002 -0.691066 1.666855 -0.519 -0.074 0.344 0.12
H 0.692809 -1.927235 0.500088 -0.116 0.014 0.801 0.11
H 1.682511 0.802556 -0.399027 0.103 0.063 0.259 0.13
H 1.056991 -0.524501 -1.349685 0.492 -0.003 -0.009 0.12
H -0.250660 2.358515 0.409160 -0.027 0.028 0.075 0.14
H -2.664206 2.615032 0.386550 -0.092 0.053 -0.019 0.10
H -2.456807 1.252308 1.290308 -0.406 0.191 0.102 0.11
H -1.232885 -1.477753 -0.682620 0.094 -0.151 -0.654 0.16
H -2.284947 -0.214083 -0.593784 -0.037 -0.052 -0.340 0.15
H -1.430453 -0.343214 -1.985947 0.478 -0.399 -0.157 0.18
H 3.232208 -1.762278 1.336790 -0.176 0.193 -0.039 0.08
H 3.258554 -2.072596 -0.226281 -1.165 -0.065 -0.889 0.08
```
Positions in Å, forces in eV/Å.

***

ORCA calculation (ωB97M-V with the def2-TZVPD basis set) on a molecular structure, C31H57BBrIN3O3 in a non-equilibrium geometry.

Summary:
Energy: -122488.37056 eV
HOMO-LUMO gap: 4.60 eV
Net charge: +1
Multiplicity: 1
F_max: 4.4 eV Å⁻¹

XYZ file:
```
97
Properties=species:S:1:pos:R:3:forces:R:3:lowdin_charge:R:1
C -1.544030 -4.404938 -4.867297 0.198 -1.365 0.641 -0.11
C -0.973901 -4.841358 -3.438079 0.464 0.311 1.131 -0.25
C -1.202644 -3.727550 -2.271771 -1.530 -0.688 -0.216 -0.22
C -0.520317 -2.305658 -2.575203 -0.854 -1.371 -1.529 -0.19
C 0.353690 -1.540481 -1.461961 1.807 -1.966 -2.927 -0.34
C 1.483017 -2.686143 -1.239266 0.650 -0.564 -0.901 -0.14
C 1.123022 -0.268538 -2.178762 0.983 1.308 -0.270 -0.46
Br 1.617434 -0.573457 -4.129373 -0.832 -0.592 0.383 0.95
C 2.643232 -0.012377 -1.616746 0.405 0.311 0.920 -0.16
C 3.801278 -0.651438 -2.517676 1.704 -2.119 -0.318 -0.33
O 4.246331 -1.820153 -2.454794 -1.830 3.721 0.369 -0.01
C 0.277596 1.093660 -2.295960 -1.767 0.821 -0.095 -0.42
C -1.127876 0.976994 -3.115484 -0.490 -1.188 1.674 -0.07
C 1.039452 2.331931 -2.994551 1.291 0.964 -0.406 -0.15
C 0.410917 2.928153 -4.323331 -2.218 2.697 -2.737 -0.19
C -0.481959 4.214066 -4.149909 0.519 -0.866 -2.590 -0.04
C -1.146088 4.973995 -5.317272 2.178 -3.485 -0.525 -0.06
C -0.953627 4.416994 -6.753024 1.547 -1.409 3.384 -0.03
C -0.068210 3.138614 -6.980868 -1.122 1.713 2.348 -0.19
C 0.075221 2.665859 -8.509861 0.341 1.279 0.594 -0.10
C 0.597147 2.432508 -5.770043 -1.655 2.458 0.392 -0.01
C -0.225183 1.472391 -0.811155 0.099 1.010 -0.049 -0.07
C -0.054568 0.302041 0.246463 1.760 2.653 -0.029 -0.28
B -0.648312 0.870282 1.645345 -1.826 1.041 2.756 -0.57
O 0.206815 1.191348 2.794774 -0.517 0.567 -2.939 0.03
O -2.050369 1.188278 1.896698 2.339 -2.248 -0.566 -0.06
C -2.485518 0.601818 3.166704 -1.209 0.638 1.303 -0.08
N -0.371369 -1.108297 -0.185118 0.983 -0.114 1.865 -0.31
I 0.524689 -2.026693 1.555888 1.014 -0.522 0.779 1.43
C -1.703935 -1.675403 0.133204 -3.431 -2.780 0.395 -0.32
C -3.021448 -1.422987 -0.682423 -1.868 0.266 0.016 -0.15
C -3.993724 -0.230946 -0.172359 -1.391 -0.927 -0.452 -0.25
N -3.743924 1.084112 -0.825077 -0.417 0.216 0.485 -0.02
H -1.376963 -5.304015 -5.574423 -0.128 1.692 0.896 0.09
H -0.998771 -3.475085 -5.236701 -0.965 -1.237 0.295 0.07
H -2.680579 -4.285317 -4.790065 1.654 0.217 -0.160 0.08
H 0.161663 -5.070394 -3.438778 -1.714 0.407 -0.380 0.12
H -1.462212 -5.804246 -3.024820 0.585 1.512 -0.940 0.12
H -0.916301 -4.242916 -1.301975 -0.179 0.845 -1.053 0.10
H -2.352004 -3.582299 -2.240049 1.791 -0.197 0.192 0.11
H -1.310733 -1.689801 -3.110446 1.183 -0.434 0.953 0.10
H 0.161701 -2.676680 -3.436379 -0.594 1.435 1.694 0.07
H 1.083314 -3.686619 -0.870344 0.156 1.517 -0.417 0.08
H 1.920358 -2.916146 -2.288339 -0.760 0.562 1.740 0.11
H 2.388636 -2.442890 -0.619123 -1.147 0.079 -0.552 0.05
H 2.901951 1.110330 -1.532172 -0.733 -1.685 -0.410 0.13
H 2.804963 -0.393492 -0.551178 -0.394 0.263 -1.431 0.11
H 4.326918 0.061030 -3.265262 -0.907 -0.724 1.187 0.13
H -1.011300 0.582820 -4.173965 -0.211 0.661 1.402 0.08
H -1.758969 0.269801 -2.447626 0.808 0.928 -1.468 0.05
H -1.742960 1.954123 -3.051909 1.462 -1.452 -0.357 0.11
H 1.091280 3.217203 -2.248563 -0.236 -1.444 -1.162 0.12
H 2.150746 2.126428 -3.246043 -1.806 0.035 0.499 0.11
H -0.618848 4.641022 -3.094900 0.256 -0.751 -1.684 0.09
H -1.764181 5.915139 -5.096646 1.089 -1.665 -0.486 0.10
H -1.458707 4.992086 -7.598998 0.954 -1.149 1.138 0.10
H -0.726591 1.923802 -8.832042 1.241 0.791 0.608 0.08
H -0.073560 3.620211 -9.145985 0.211 -1.599 0.969 0.08
H 1.145312 2.313728 -8.720053 -1.701 0.186 0.316 0.08
H 1.257792 1.534691 -5.980459 -0.989 1.323 0.288 0.05
H -1.298393 1.903789 -0.837189 1.618 -1.061 -0.033 0.12
H 0.419628 2.354022 -0.418718 -0.827 -1.528 -0.401 0.14
H 1.076568 0.284631 0.511344 -1.842 0.015 -0.833 0.10
H 0.396581 2.163751 2.726711 -0.216 -1.139 0.510 0.14
H -2.623170 1.485547 3.895489 0.467 -1.683 -0.840 0.12
H -1.788841 -0.205824 3.570696 -0.704 1.333 -0.471 0.09
H -3.529880 0.108505 3.088156 1.660 0.865 -0.388 0.10
H -2.034671 -1.556380 1.241011 0.990 0.725 -1.865 0.10
H -1.546651 -2.827242 0.178674 -0.232 1.987 -0.734 0.09
H -3.678119 -2.367528 -0.507192 1.358 1.365 -0.136 0.14
H -2.978850 -1.344179 -1.813803 0.428 -0.048 1.460 0.10
H -5.055171 -0.556702 -0.509362 1.663 0.181 0.655 0.12
H -4.070204 -0.180717 0.977187 0.510 0.060 -1.876 0.10
H -3.876579 1.848476 -0.148922 0.195 -0.562 -0.352 0.08
H -4.435774 1.266985 -1.577801 0.708 -0.380 0.771 0.09
C 0.262367 -0.779323 9.163900 0.063 0.053 0.074 -0.09
C 0.950815 -0.845161 7.805575 -0.021 0.106 0.165 -0.27
N 1.227664 0.463153 7.223137 -0.095 0.189 -0.394 -0.19
C 1.615793 0.399710 5.816907 -0.217 -0.102 0.048 -0.26
C 2.922931 -0.314190 5.475643 0.192 -0.010 -0.209 -0.08
C 2.008624 1.383543 8.044689 -0.155 0.043 0.348 -0.25
C 3.392779 0.926812 8.504551 0.226 0.094 0.045 -0.08
H -0.653570 -0.185120 9.114322 0.104 0.016 -0.025 0.08
H -0.008847 -1.786663 9.491277 0.058 0.075 -0.049 0.07
H 0.913291 -0.353357 9.931329 -0.075 -0.013 -0.042 0.07
H 0.278689 -1.392663 7.135108 0.146 0.151 -0.179 0.11
H 1.862225 -1.449608 7.899916 0.022 -0.136 0.034 0.10
H 1.650035 1.413777 5.403707 -0.002 0.003 0.207 0.11
H 0.806704 -0.096482 5.266460 -0.042 -0.017 0.154 0.09
H 3.792566 0.287644 5.740267 -0.010 -0.112 0.036 0.06
H 2.974844 -0.486956 4.394858 -0.011 0.023 0.039 0.06
H 3.007820 -1.287258 5.964324 -0.009 0.076 0.018 0.07
H 1.421452 1.628685 8.936113 -0.043 -0.141 -0.087 0.10
H 2.110095 2.341299 7.522287 -0.096 -0.196 -0.178 0.11
H 3.394091 -0.099888 8.877551 -0.032 0.046 -0.036 0.07
H 3.737227 1.568090 9.320795 -0.035 -0.045 -0.049 0.08
H 4.131128 1.007681 7.706531 0.004 -0.116 0.050 0.05
```
Positions in Å, forces in eV/Å.

***

ORCA calculation (ωB97M-V with the def2-TZVPD basis set) on C4H5N3O in the gas phase in a non-equilibrium geometry.

Summary:
Energy: -10742.76921 eV
HOMO-LUMO gap: 8.22 eV
Multiplicity: 1
ΔE to the lowest compared entry with this formula, charge and spin: 467.5 kJ/mol
Structure (SMILES): C=Nn1ccc(=O)[nH]1
F_max: 6.2 eV Å⁻¹

XYZ file:
```
13
Properties=species:S:1:pos:R:3:forces:R:3:lowdin_charge:R:1
C -1.706502 -2.171021 0.916756 -0.751 -0.167 -0.763 -0.03
C -0.510150 -0.364918 -0.906818 0.228 1.781 -3.971 -0.08
C 0.220838 0.684319 -1.530408 0.477 -2.925 -0.004 0.03
C 1.122619 1.175413 -0.449508 -3.373 -0.472 -0.274 -0.46
H -2.241274 -2.796330 1.739002 1.277 1.344 -1.667 0.09
H -1.951107 -2.372444 -0.242166 0.395 0.079 2.919 0.10
H -1.237691 -1.050103 -1.231218 -0.576 -0.387 -1.553 0.08
H 0.493395 0.796037 -2.680471 -1.004 -0.168 2.903 0.15
H 0.925759 0.252312 1.627605 0.783 0.435 0.193 0.12
N -0.932358 -1.181923 1.254383 -2.964 -4.040 2.678 0.00
N -0.398707 -0.458991 0.378413 3.975 4.675 -0.466 -0.24
N 0.471157 0.607211 0.803661 0.101 -0.450 -1.021 0.16
O 1.908682 2.057961 -0.556011 1.432 0.296 1.027 0.07
```
Positions in Å, forces in eV/Å.

***

ORCA calculation (ωB97M-V with the def2-TZVPD basis set) on C2H9N3OS in the gas phase in a non-equilibrium geometry.

Summary:
Energy: -19568.57265 eV
HOMO-LUMO gap: 8.99 eV
Multiplicity: 1
ΔE to the lowest compared entry with this formula, charge and spin: 216.7 kJ/mol
Structure (SMILES): CN=[S@@](N)(=O)NC
F_max: 5.6 eV Å⁻¹

XYZ file:
```
16
Properties=species:S:1:pos:R:3:forces:R:3:lowdin_charge:R:1
C 2.097991 1.274905 0.275494 -1.028 -1.546 1.262 -0.19
C -2.243536 -0.577743 0.474034 -3.248 -0.081 -4.512 -0.30
N 1.726109 -0.095782 0.637875 -0.385 0.195 -2.088 -0.26
N 0.421086 -0.606562 -1.751329 0.402 0.211 1.776 -0.06
N -1.242765 0.354267 0.703769 3.460 0.134 -1.603 -0.11
O 0.324682 -2.039905 0.342112 -1.114 -0.806 -0.299 -0.34
S 0.486847 -0.683778 -0.055275 0.334 1.161 2.577 0.73
H 1.331617 1.880136 0.618034 -1.856 1.761 -0.136 0.05
H 2.469824 1.513626 -0.662638 0.082 -0.027 -2.397 0.05
H 2.859451 1.601661 0.875625 2.304 0.207 1.890 0.04
H -3.339626 -0.199619 0.416745 1.716 0.333 -0.028 0.10
H -2.103646 -1.066967 -0.598911 -0.439 0.838 2.046 0.10
H -2.363242 -1.346020 1.123367 0.309 -2.643 2.124 0.02
H 1.088602 0.093945 -2.076498 -0.593 0.069 -0.079 0.06
H -0.545957 -0.478594 -2.003555 -0.159 0.318 -0.577 0.05
H -0.967440 0.376424 1.681149 0.217 -0.125 0.044 0.06
```
Positions in Å, forces in eV/Å.